(1)
A 5-piece molecular cluster, C34H68BrF3N3O18S overall at a distorted geometry. Source: OMol25; level of theory: the ωB97M-V functional and the def2-TZVPD basis.

Output
Total charge   +1
Energy   -166696.683 eV
Maximum force   3.33 eV/Å

Structure (XYZ):
```
128
C34H68BrF3N3O18S (the ωB97M-V functional and the def2-TZVPD basis)
C 0.5014 2.6565 2.9041
C -0.6978 2.0248 2.1702
O -0.5151 0.6067 2.1676
C -0.8275 0.0107 0.9379
C 0.1399 -1.2152 0.7619
O 1.3630 -0.8957 1.4919
N 2.4988 -0.9616 0.7549
C 3.5209 -1.7157 1.3122
Br 3.4208 -2.6516 2.9378
C 4.5416 -1.5711 0.4186
S 6.1944 -2.2315 0.5573
O 6.4700 -3.2906 -0.3483
O 7.1512 -1.1986 0.5377
F 6.2469 -2.8565 1.9904
N 4.0791 -0.7880 -0.6136
N 4.7011 -0.3105 -1.7725
C 5.3995 -1.3378 -2.5211
O 6.5771 -1.4266 -2.5264
F 4.6771 -2.2193 -3.1852
C 5.5069 0.8579 -1.5586
O 6.1048 1.4060 -2.4149
F 5.4665 1.3098 -0.3081
C 2.8149 -0.4033 -0.3940
C 1.9447 0.4795 -1.2196
H 0.8850 1.9181 3.6187
H 1.3221 2.9040 2.2187
H 0.2133 3.5324 3.4932
H -1.5952 2.2507 2.7654
H -0.8521 2.4631 1.1765
H -0.6383 0.6753 0.0830
H -1.8578 -0.3688 0.9156
H 0.2904 -1.4644 -0.2913
H -0.3518 -2.0688 1.2397
H 2.5480 1.0590 -1.9235
H 1.4115 1.1822 -0.5694
H 1.2047 -0.0800 -1.8005
C -4.5691 6.9134 -2.1576
O -5.1274 5.6431 -1.8766
C -4.4900 4.5718 -2.5447
C -4.2196 3.4040 -1.6128
O -3.2534 3.6402 -0.5954
C -3.5804 4.5471 0.4541
C -4.6995 4.1013 1.3776
O -5.9595 4.1491 0.7323
C -6.7842 3.0339 1.0018
H -4.9423 7.2867 -3.1158
H -4.8771 7.5991 -1.3688
H -3.4748 6.8810 -2.1700
H -3.5482 4.8930 -3.0029
H -5.1616 4.2326 -3.3434
H -3.8088 2.5947 -2.2232
H -5.1476 3.0174 -1.1900
H -3.7612 5.5474 0.0616
H -2.6707 4.6186 1.0586
H -4.7427 4.7894 2.2311
H -4.4824 3.0943 1.7516
H -6.2194 2.0958 0.9692
H -7.5515 2.9927 0.2293
H -7.2693 3.1423 1.9769
C -2.5452 -7.0641 -2.6995
O -1.2666 -6.5969 -3.0866
C -1.2604 -5.2661 -3.5665
C -0.1279 -4.4534 -2.9652
O -0.2329 -4.1884 -1.5689
C -0.0876 -5.2778 -0.6656
C 1.2910 -5.9050 -0.6380
O 1.5701 -6.6350 -1.8133
C 2.8838 -6.3895 -2.2618
H -3.1187 -7.3761 -3.5771
H -2.4038 -7.9248 -2.0468
H -3.1021 -6.3031 -2.1434
H -2.2126 -4.7651 -3.3617
H -1.1211 -5.3062 -4.6538
H -0.1429 -3.4730 -3.4504
H 0.8406 -4.8914 -3.2085
H -0.8649 -6.0253 -0.8193
H -0.2715 -4.8506 0.3255
H 1.3396 -6.6066 0.2045
H 2.0403 -5.1193 -0.4806
H 3.1416 -5.3264 -2.1848
H 2.9449 -6.6727 -3.3126
H 3.6005 -6.9897 -1.6916
C -3.2624 12.3971 2.4027
O -4.4071 12.6181 1.6065
C -4.1400 12.6708 0.2152
C -5.1304 11.8467 -0.5887
O -5.0550 10.4395 -0.4045
C -5.4523 9.9033 0.8519
C -6.9241 10.0498 1.1935
O -7.2627 11.3952 1.4862
C -8.4863 11.8131 0.9170
H -2.7082 13.3308 2.5427
H -3.5954 12.0360 3.3757
H -2.6058 11.6380 1.9647
H -3.1234 12.3282 -0.0063
H -4.2244 13.7190 -0.0972
H -4.9042 12.0139 -1.6450
H -6.1492 12.2068 -0.4418
H -4.8184 10.2819 1.6540
H -5.2444 8.8312 0.7804
H -7.1348 9.4563 2.0921
H -7.5276 9.6585 0.3681
H -8.5931 11.4627 -0.1149
H -8.4936 12.9028 0.9057
H -9.3298 11.4598 1.5188
C 6.6287 -7.5134 -0.2407
O 6.0809 -8.7873 0.0158
C 6.7195 -9.8428 -0.6879
C 7.0090 -11.0340 0.2082
O 7.9846 -10.8227 1.2164
C 7.6748 -9.9540 2.2969
C 6.5757 -10.4314 3.2287
O 5.2983 -10.3693 2.6109
C 4.4871 -11.4980 2.8649
H 6.2406 -7.1259 -1.1897
H 6.3306 -6.8430 0.5666
H 7.7223 -7.5406 -0.2666
H 7.6533 -9.5038 -1.1481
H 6.0400 -10.1640 -1.4869
H 7.4165 -11.8219 -0.4302
H 6.0883 -11.4386 0.6310
H 7.4814 -8.9416 1.9402
H 8.5935 -9.8988 2.8867
H 6.5479 -9.7703 4.1039
H 6.8044 -11.4469 3.5663
H 5.0561 -12.4300 2.7911
H 3.7022 -11.5216 2.1088
H 4.0236 -11.4228 3.8541
```

=====

(2)
One molecule with the formula C12H12N2 at a distorted geometry. Source: OMol25; level of theory: the ωB97M-V functional and the def2-TZVPD basis.

Output
Energy above the lowest of the compared OMol25 structures with the same formula, charge and spin   50.3 kcal per mole
SMILES   CC(C)[C@]1(C#N)C=Nc2ccccc21
Energy   -15617.130 eV
Maximum force   3.14 eV/Å

Structure (XYZ):
```
26
C12H12N2 (the ωB97M-V functional and the def2-TZVPD basis)
C -2.6044 -1.0801 -1.0184
C -1.4488 -0.8077 0.0114
C -0.5670 -1.9814 0.4345
C -0.6155 0.2856 -0.7315
C -1.4555 1.3789 -1.1399
N -2.1012 2.3210 -1.3347
C 0.2734 -0.3195 -1.8453
N 1.4917 -0.2674 -1.6044
C 1.7149 0.4464 -0.4162
C 2.8963 0.5568 0.3184
C 2.8202 1.3437 1.4467
C 1.6449 1.8042 2.0033
C 0.4452 1.5440 1.3373
C 0.4903 0.9103 0.1028
H -2.1880 -1.9786 -1.5319
H -2.8670 -0.2014 -1.5935
H -3.5616 -1.4923 -0.6568
H -1.7869 -0.2434 0.8167
H -0.4097 -2.4588 -0.5378
H -1.1782 -2.7194 1.0021
H 0.4117 -1.8007 0.9467
H -0.1220 -1.0283 -2.5679
H 3.8187 0.1667 -0.2475
H 3.7442 1.4077 2.0717
H 1.5845 2.3626 2.8737
H -0.4304 1.8512 1.8605
```

=====

(3)
A 12-piece molecular cluster, C3H29O12 overall at a distorted geometry. Source: OMol25; level of theory: the ωB97M-V functional and the def2-TZVPD basis.

Output
Energy above the lowest of the compared OMol25 structures with the same formula, charge and spin   5.6 kcal per mole
Total charge   -1
Energy   -28153.493 eV
Maximum force   2.76 eV/Å

Structure (XYZ):
```
44
C3H29O12 (the ωB97M-V functional and the def2-TZVPD basis)
C -0.9265 0.7796 1.2786
C -0.6095 0.9426 -0.1924
C 0.7215 1.6516 -0.4444
O -0.4375 -0.2694 -0.8894
H -0.1845 0.1486 1.7106
H -1.8765 0.3266 1.3706
H -0.9205 1.8116 1.6396
H -1.4195 1.4426 -0.6924
H 1.4995 1.0926 0.1916
H 0.6455 2.6856 0.0546
H 1.0215 1.6536 -1.5174
O 0.0065 -0.7334 -3.3214
H -0.8165 -0.9224 -3.7904
H -0.0935 -0.6224 -2.3474
O -1.4425 -2.0254 0.8596
H -1.9475 -1.5524 1.5356
H -1.0375 -1.4094 0.2426
O 3.0845 2.2566 -2.7334
H 2.1805 2.0236 -2.9254
H 3.2565 1.9876 -1.8374
O 3.1005 0.4926 2.2586
H 2.4065 0.3906 1.6396
H 3.7925 -0.0894 1.9886
O -0.2405 0.1316 4.4296
H -0.9705 0.0596 3.7866
H -0.6725 0.0696 5.2966
O 1.6435 -1.4224 0.5496
H 1.3205 -1.5754 1.4526
H 0.9505 -0.8544 0.1816
O 0.3935 -2.0164 2.8006
H -0.3905 -2.0594 2.2056
H 0.1025 -1.3364 3.3786
O 3.4345 -1.3764 -1.4254
H 2.6645 -1.3324 -0.8534
H 3.1465 -1.5204 -2.3014
O -4.4285 -1.4914 1.7846
H -5.2835 -1.0494 1.8116
H -4.0625 -0.9804 1.0826
O 0.5005 1.7916 -4.0044
H 0.2335 0.8976 -3.7854
H -0.3185 2.1236 -4.3734
O -2.8695 0.2986 -2.1364
H -3.1185 -0.5644 -2.3284
H -2.0385 0.1446 -1.6304
```

=====

(4)
A 2-piece molecular cluster, C3H5N3 overall at a distorted geometry. Source: OMol25; level of theory: the ωB97M-V functional and the def2-TZVPD basis.

Output
Energy above the lowest of the compared OMol25 structures with the same formula, charge and spin   162.3 kcal per mole
Energy   -7655.415 eV
Maximum force   2.75 eV/Å

Structure (XYZ):
```
11
C3H5N3 (the ωB97M-V functional and the def2-TZVPD basis)
C 0.1993 -0.7486 0.1456
C 1.2809 0.2039 0.4704
C 0.1497 0.6782 -0.3619
N -2.5750 -2.4090 1.1702
N -2.5522 -0.1281 1.0207
N -2.4148 -1.2310 1.0360
H 1.2454 0.2030 1.6075
H 2.2223 -0.0893 0.0919
H 0.1704 0.9409 -1.4261
H -0.6807 1.0954 0.1936
H -1.8997 -2.9228 0.6237
```

=====

(5)
A 2-piece molecular cluster, C5H13N2 overall at a distorted geometry. Source: OMol25; level of theory: the ωB97M-V functional and the def2-TZVPD basis.

Output
Energy above the lowest of the compared OMol25 structures with the same formula, charge and spin   53.5 kcal per mole
Total charge   +1
Energy   -8368.490 eV
Maximum force   1.79 eV/Å

Structure (XYZ):
```
20
C5H13N2 (the ωB97M-V functional and the def2-TZVPD basis)
C 0.0684 -0.8896 2.0808
C -0.8673 -0.9911 0.9009
C -1.2225 -2.1264 0.2832
N -1.3331 0.2927 0.3665
H 0.4287 -1.8947 2.3160
H 0.9396 -0.2526 1.8787
H -0.4438 -0.4892 3.0121
H -1.9201 -2.1694 -0.5795
H -0.7901 -3.0706 0.6241
H -0.5009 0.6728 -0.3785
H -1.4610 0.9932 1.1311
H -2.2225 0.2121 -0.0963
C 1.2610 2.1814 -0.6901
C 1.3383 0.1505 -1.8802
N 0.6069 1.0050 -1.2565
H 0.6169 3.0419 -0.8092
H 2.2448 2.3706 -1.1643
H 1.4210 2.0293 0.3851
H 0.8985 -0.8143 -2.1569
H 2.4055 0.3381 -2.0996
```

=====

(6)
One molecule with the formula C24H25N5O3S at a distorted geometry. Source: OMol25; level of theory: the ωB97M-V functional and the def2-TZVPD basis.

Output
Energy above the lowest of the compared OMol25 structures with the same formula, charge and spin   8.3 kcal per mole
SMILES   COc1ccc(-n2c(Cc3cccn3C)nnc2SCC(=O)Nc2ccccc2OC)cc1
Energy   -49721.723 eV
Maximum force   1.33 eV/Å

Structure (XYZ):
```
58
C24H25N5O3S (the ωB97M-V functional and the def2-TZVPD basis)
C 5.1417 1.4507 -1.5911
O 3.8216 1.9191 -1.4405
C 2.8325 1.0159 -1.2188
C 3.0165 -0.3580 -1.0967
C 1.9304 -1.1874 -0.8910
C 0.6529 -0.6568 -0.8067
N -0.4598 -1.5015 -0.6425
C -1.5320 -1.6687 -1.4861
C -1.6439 -1.0010 -2.8101
C -0.3431 -1.1095 -3.5426
C 0.4790 -2.2036 -3.6588
C 1.6120 -1.8041 -4.3891
C 1.4403 -0.4829 -4.6956
N 0.2532 -0.0619 -4.1829
C -0.2795 1.2623 -4.3306
N -2.3629 -2.5297 -0.9780
N -1.8766 -2.9569 0.1975
C -0.7369 -2.3551 0.3897
S 0.3321 -2.5723 1.7472
C -0.8816 -3.2297 2.9264
C -1.7743 -2.1982 3.6197
O -2.6605 -2.5798 4.3501
N -1.4655 -0.9124 3.3494
C -2.0725 0.2579 3.8098
C -3.1815 0.2761 4.6398
C -3.7170 1.4847 5.0549
C -3.1483 2.6736 4.6439
C -2.0384 2.6699 3.8104
C -1.4941 1.4705 3.3860
O -0.4025 1.3485 2.5577
C 0.2976 2.5153 2.2034
C 0.4641 0.7178 -0.8954
C 1.5450 1.5454 -1.1034
H 5.7473 2.3358 -1.7784
H 5.4976 0.9549 -0.6828
H 5.2284 0.7653 -2.4397
H 3.9982 -0.7966 -1.1679
H 2.0726 -2.2533 -0.8066
H -1.9214 0.0472 -2.6756
H -2.4528 -1.4975 -3.3529
H 0.2813 -3.1808 -3.2634
H 2.4482 -2.4184 -4.6574
H 2.0712 0.1878 -5.2453
H -0.3462 1.7694 -3.3644
H 0.3820 1.8385 -4.9750
H -1.2720 1.2331 -4.7864
H -0.3175 -3.7731 3.6854
H -1.5164 -3.9302 2.3824
H -0.6625 -0.7384 2.7522
H -3.6127 -0.6590 4.9552
H -4.5800 1.4901 5.7023
H -3.5610 3.6173 4.9667
H -1.6095 3.6095 3.4997
H 1.1480 2.1789 1.6116
H 0.6560 3.0501 3.0882
H -0.3205 3.1870 1.5988
H -0.5290 1.1292 -0.7906
H 1.4228 2.6145 -1.1822
```

=====

(7)
A 5-piece molecular cluster, C3H18NO4 overall at a distorted geometry. Source: OMol25; level of theory: the ωB97M-V functional and the def2-TZVPD basis.

Output
Energy above the lowest of the compared OMol25 structures with the same formula, charge and spin   41.9 kcal per mole
Total charge   +1
Energy   -13076.622 eV
Maximum force   2.35 eV/Å

Structure (XYZ):
```
26
C3H18NO4 (the ωB97M-V functional and the def2-TZVPD basis)
C 1.0487 1.7154 -1.1064
C 0.9072 2.1920 0.3416
C 1.6269 1.2204 1.2897
N -0.0929 0.8371 -1.6157
H 1.3097 2.4150 -1.8930
H 1.8994 1.0295 -1.0853
H -0.1384 1.9410 0.5898
H 1.0816 3.2331 0.5794
H 1.1193 1.1286 2.2482
H 1.8152 0.2317 0.8618
H 2.6430 1.5135 1.5512
H 0.0223 -0.1045 -1.2430
H -0.9941 1.1588 -1.2471
H -0.1081 1.0316 -2.6094
H -3.4701 -0.2878 -2.2283
H -2.5828 -1.2339 -2.9751
O -2.5578 -0.3569 -2.5004
H -1.6658 0.1967 1.9247
H -2.1230 -0.0919 0.5455
O -1.3430 0.1924 1.0138
H 4.2173 -2.5116 5.6956
H 4.8266 -1.1983 5.2990
O 4.2172 -1.5957 5.9402
H -3.0192 -3.0696 -4.2304
H -2.9169 -3.8508 -2.8338
O -3.1817 -3.0268 -3.3008
```

=====

(8)
A 2-piece molecular cluster, C5H4F4N2 overall at a distorted geometry. Source: OMol25; level of theory: the ωB97M-V functional and the def2-TZVPD basis.

Output
Energy above the lowest of the compared OMol25 structures with the same formula, charge and spin   112.9 kcal per mole
Energy   -19094.323 eV
Maximum force   3.62 eV/Å

Structure (XYZ):
```
15
C5H4F4N2 (the ωB97M-V functional and the def2-TZVPD basis)
C 1.3050 0.7543 1.1816
C 2.5508 0.1621 1.2225
C 0.8774 0.3644 -0.0617
C -2.2642 0.7036 -0.9134
C -2.4835 -0.7275 -0.5650
N 1.7516 -0.3543 -0.7549
N 2.8325 -0.4386 0.0520
F -2.8422 1.7186 -0.2610
F -1.5483 -1.1762 0.3547
F -3.6540 -1.2359 -0.1895
F -2.1531 -1.3042 -1.8042
H 0.9608 1.4899 1.8652
H 3.2150 0.0866 2.1685
H -2.1740 0.9119 -2.0726
H 3.6262 -0.9548 -0.2222
```

=====

(9)
C24H55F3GaO14P2S as an isolated structure at a distorted geometry. Source: OMol25; level of theory: the ωB97M-V functional and the def2-TZVPD basis.

Output
Total charge   -1
Energy   -144389.778 eV
Maximum force   4.97 eV/Å

Structure (XYZ):
```
100
C24H55F3GaO14P2S (the ωB97M-V functional and the def2-TZVPD basis)
C -0.4178 4.4574 0.3387
C -0.4626 3.5328 -0.8897
O -1.7854 3.4489 -1.3992
C -2.3107 2.1364 -1.4291
C -3.0322 1.7605 -0.1419
O -3.1206 0.3680 -0.1477
C -3.9698 -0.1487 0.9016
Ga -5.9220 -0.6098 0.4413
C -7.2087 0.5812 1.4985
C -7.5455 1.9007 0.7668
C -9.0623 2.1790 0.6199
C -9.4824 2.2466 -0.8697
S -10.3955 3.7223 -1.2477
O -9.4545 4.7136 -1.6848
O -11.2514 4.1156 -0.1753
O -11.3122 3.3370 -2.5005
C -6.4483 -0.5289 -1.5363
C -5.4690 0.1469 -2.4645
O -4.3831 -0.7213 -2.7149
C -6.0780 0.5272 -3.8354
F -5.4066 1.5634 -4.4163
F -7.3865 0.8940 -3.7698
F -6.0379 -0.5101 -4.7107
H -1.4455 4.6767 0.6230
H 0.0658 5.4008 0.0901
H 0.0684 3.9756 1.1845
H 0.1697 3.9209 -1.6933
H -0.0826 2.5481 -0.6104
H -2.9688 2.0308 -2.2945
H -1.5251 1.3843 -1.5554
H -4.0464 2.1852 -0.1118
H -2.4401 2.1127 0.7162
H -3.4972 -1.0247 1.3545
H -4.0045 0.6058 1.7033
H -6.1883 -2.1284 0.9671
H -8.1203 -0.0199 1.5769
H -6.8485 0.7472 2.5150
H -7.0602 1.9388 -0.2114
H -7.1326 2.7183 1.3621
H -9.6474 1.3817 1.0683
H -9.3052 3.1202 1.1066
H -8.6151 2.2371 -1.5260
H -10.1332 1.4110 -1.1280
H -10.7436 2.9427 -3.1765
H -6.5899 -1.5477 -1.9095
H -7.4361 -0.0647 -1.5907
H -5.1401 1.1045 -2.0400
H -3.6775 -0.1910 -3.0951
O 0.3409 -0.0114 -0.3037
P 0.9913 -1.3286 -0.2166
O 1.7148 -1.4024 1.2296
C 0.9041 -1.3813 2.4122
C 0.0284 -2.6104 2.5585
O 2.2501 -1.1689 -1.2211
C 2.4540 -0.0007 -2.0133
C 3.3004 1.0168 -1.2757
O 0.9038 -2.9223 -0.3514
C 1.8358 -3.6835 -1.1441
C 3.2294 -3.6721 -0.5210
H 0.2910 -0.4759 2.4130
H 1.5991 -1.3153 3.2499
H -0.7234 -2.6612 1.7685
H -0.4945 -2.5854 3.5149
H 0.6262 -3.5206 2.5014
H 1.5039 0.4261 -2.3314
H 2.9732 -0.3325 -2.9150
H 2.8975 1.2079 -0.2802
H 3.3403 1.9573 -1.8269
H 4.3193 0.6431 -1.1505
H 1.8738 -3.3166 -2.1670
H 1.4287 -4.6929 -1.1982
H 3.5620 -2.6598 -0.3303
H 3.9419 -4.1594 -1.1890
H 3.2332 -4.1996 0.4350
O 7.2573 -0.8395 -0.5179
P 8.1366 -1.1128 0.6198
O 8.2360 -2.6824 0.9257
C 8.7576 -3.5676 -0.0744
C 10.2303 -3.3460 -0.3601
O 7.3746 -0.6282 1.9462
C 6.0461 -0.0954 1.9035
C 5.0067 -1.1812 2.0602
O 9.5748 -0.5880 0.9751
C 9.9689 0.0984 2.1748
C 10.0835 -0.8321 3.3594
H 8.1680 -3.4623 -0.9886
H 8.5988 -4.5749 0.3078
H 10.4068 -2.3668 -0.8077
H 10.5953 -4.1039 -1.0539
H 10.8141 -3.3945 0.5596
H 5.8887 0.4749 0.9889
H 5.9761 0.6116 2.7321
H 5.1782 -2.0098 1.3729
H 4.0028 -0.7907 1.8928
H 5.0491 -1.5991 3.0688
H 9.3039 0.9365 2.3729
H 10.9466 0.5262 1.9524
H 9.1678 -1.3953 3.5254
H 10.3060 -0.2533 4.2566
H 10.8871 -1.5533 3.2022
```